{
  "formula": "C51H44CaNO6S2",
  "method": "ωB97M-V/def2-TZVPD",
  "e_tot_ev": -107482.3825,
  "e_homo_ha": -0.3668,
  "total_charge": 1,
  "multiplicity": 1,
  "species": ["Ca", "C", "C", "C", "C", "C", "C", "C", "C", "C", "C", "H", "H", "H", "H", "H", "H", "H", "H", "H", "H", "H", "H", "H", "H", "O", "C", "O", "C", "C", "C", "C", "C", "N", "C", "O", "O", "H", "H", "H", "H", "C", "C", "C", "C", "C", "C", "C", "S", "O", "C", "C", "C", "C", "C", "C", "C", "C", "C", "C", "C", "C", "C", "C", "C", "C", "C", "C", "C", "C", "S", "O", "C", "C", "C", "C", "C", "C", "C", "H", "H", "H", "H", "H", "H", "H", "H", "H", "H", "H", "H", "H", "H", "H", "H", "H", "H", "H", "H", "H", "H", "H", "H", "H", "H"],
  "coordinates": [[-1.52013, 0.17568, 1.34801], [0.40817, 2.64391, 6.45715], [1.31227, 2.79722, 5.23813], [1.80627, 1.55155, 4.51377], [0.67831, 3.78042, 4.24264], [-0.40224, 4.67109, 4.55991], [-0.84878, 5.51759, 3.54164], [-0.34365, 5.51960, 2.26733], [-0.88888, 6.46489, 1.14089], [0.66392, 4.57373, 1.93755], [1.20338, 3.80062, 2.93792], [0.34970, 1.59499, 6.83483], [-0.62805, 2.86659, 6.17222], [0.73956, 3.28384, 7.24710], [2.25493, 3.29528, 5.58201], [1.14705, 1.13467, 3.77032], [1.93582, 0.72320, 5.20422], [2.82074, 1.64863, 4.05544], [-0.87610, 4.70474, 5.53853], [-1.62811, 6.23435, 3.83312], [-1.52969, 5.89005, 0.41158], [-0.06273, 6.92046, 0.47559], [-1.49775, 7.16181, 1.59059], [1.08739, 4.62321, 0.90539], [2.07606, 3.16654, 2.76819], [-6.03110, 0.81163, 1.92986], [-4.72293, 0.66715, 2.01403], [-3.96455, 0.73375, 1.07791], [-4.22095, 0.19424, 3.38600], [-5.02077, 0.04788, 4.50906], [-4.46064, -0.43642, 5.66007], [-3.08642, -0.70164, 5.70202], [-2.30700, -0.26769, 4.59050], [-2.89220, 0.19268, 3.47625], [-0.82958, -0.34094, 4.41097], [-0.17384, -0.57592, 5.45751], [-0.41192, -0.17295, 3.21766], [-6.28763, 1.25521, 1.06519], [-6.08000, 0.25285, 4.49481], [-5.02512, -0.64160, 6.55770], [-2.58021, -1.06127, 6.57632], [-5.98772, 0.19256, -6.09684], [-4.92366, -0.29992, -5.09071], [-4.57429, 0.62193, -4.04989], [-3.65947, 0.28536, -3.07254], [-3.07776, -0.98785, -3.17954], [-3.38880, -1.90129, -4.19759], [-4.37549, -1.55115, -5.07591], [-1.96805, -1.56582, -1.95550], [-2.20425, -0.79860, -0.63213], [-0.43196, -0.85499, -2.46684], [-0.40844, 0.38435, -3.15395], [0.74115, 0.88013, -3.68149], [1.91506, 0.03793, -3.77886], [3.03202, 0.36283, -4.55032], [3.96534, -0.62436, -4.74357], [3.93468, -1.83359, -4.06445], [2.99055, -2.02413, -3.09365], [1.85608, -1.12303, -3.02077], [0.74487, -1.50771, -2.24082], [0.81195, -2.64699, -1.27119], [0.44757, -4.03580, -1.70124], [0.34680, -4.48267, -3.05985], [0.03611, -5.76972, -3.34446], [0.11140, -6.79887, -2.37733], [0.33817, -6.43474, -1.09086], [0.50571, -5.05666, -0.71336], [0.64818, -4.74045, 0.65941], [1.05208, -3.45252, 1.04181], [1.26703, -2.47906, 0.04502], [1.70319, -0.81822, 0.76850], [0.61105, 0.15489, 0.45887], [3.24900, -0.51884, -0.12536], [4.27242, -1.45555, -0.08850], [5.58444, -1.06356, -0.32114], [5.92644, 0.21502, -0.80224], [7.26643, 0.57538, -1.33585], [4.81908, 1.10370, -1.07211], [3.55028, 0.74069, -0.65393], [-5.58526, 0.52961, -7.03888], [-6.46423, 1.07023, -5.65687], [-6.77979, -0.55740, -6.32467], [-5.05814, 1.59259, -4.18599], [-3.28052, 0.95280, -2.29278], [-3.06153, -2.93693, -4.12345], [-4.74482, -2.32243, -5.79004], [-1.29721, 1.02464, -3.15030], [0.67378, 1.92267, -3.97959], [3.06586, 1.29525, -5.10556], [4.82393, -0.43964, -5.37364], [4.70628, -2.57278, -4.26543], [3.08344, -2.89115, -2.44671], [0.16090, -3.71240, -3.85684], [-0.24258, -5.99836, -4.38835], [-0.17231, -7.80114, -2.63061], [0.33588, -7.14190, -0.25232], [0.50019, -5.47453, 1.44471], [1.31151, -3.23503, 2.08249], [4.05219, -2.40269, 0.35253], [6.35704, -1.82223, -0.19525], [7.38301, 1.63122, -1.25822], [7.46052, 0.09529, -2.29645], [8.10967, 0.20638, -0.76269], [5.02192, 2.09834, -1.44527], [2.75046, 1.45929, -0.63057]],
  "atomic_forces_ev_per_a": [[-0.2302, 0.1340, -0.0880], [-0.6418, -1.8484, -0.3582], [0.7796, 1.3267, -0.3876], [1.0797, -0.9825, 0.3028], [-0.8149, 0.6678, 0.3616], [1.5809, -1.1252, -1.2002], [-0.8109, 0.6524, 1.1430], [0.3681, -0.2684, -2.2985], [2.0125, -2.5914, -1.4301], [-0.1633, 1.5566, -0.4149], [0.1327, -0.4451, 0.3850], [0.4172, 0.7118, -0.2471], [0.2161, 0.0326, 0.3220], [-0.0738, 0.4486, 0.5460], [-0.6844, -0.1958, -0.0667], [-0.2546, 0.2955, -0.2743], [-0.0248, 0.0169, 0.3639], [-0.7510, 0.3662, 0.2248], [0.2680, 0.0468, -0.2649], [0.2237, -0.1886, -0.3603], [0.5508, 0.3749, 0.7748], [-1.1893, -0.5113, 1.4043], [-1.1906, 1.9684, 0.7397], [-0.2893, -0.2960, 0.9775], [-0.3900, 0.1881, -0.2755], [-0.5820, 1.1702, -0.9707], [0.1635, -1.4538, 1.1822], [0.4223, 0.6929, -0.5048], [-0.3518, 1.8527, 0.0766], [-0.8811, -0.2264, -0.7724], [1.6685, -0.6735, 0.8797], [0.4156, 1.3980, -1.2550], [-1.7305, -0.1330, -0.3639], [-0.6990, -1.1035, -0.2706], [1.8727, -0.7918, 2.7542], [-0.9805, 0.2953, -2.1042], [0.1549, -0.4169, 0.1644], [0.5437, -0.9016, 1.2022], [-0.0915, -0.0320, -0.2979], [-0.3054, 0.0940, -0.1038], [0.1056, -0.2338, 0.1902], [-0.2093, -0.6637, 0.8540], [-0.9618, 1.9358, 0.5587], [-0.3702, -0.3274, -1.4956], [0.4886, -0.4100, -0.4054], [-0.1340, 0.2135, -0.2496], [-0.1630, 0.0597, 1.9621], [-0.5701, -1.3788, -1.9221], [0.8595, 0.3383, 2.0434], [-0.4542, -0.5049, -0.7552], [-0.0343, 0.3246, -0.9060], [-0.2882, 0.4269, 0.3302], [0.0742, -0.1191, 0.0599], [-1.9292, 1.7389, 0.4112], [0.2859, -0.6486, -0.6475], [0.6080, 1.2121, -0.5805], [-0.0396, -0.4074, 0.8430], [-0.5435, 0.1270, -0.3283], [2.4051, -1.8310, 0.5571], [-0.5305, -0.6606, 0.1290], [0.1077, -1.9326, -0.1231], [2.0305, 0.9667, 0.7608], [-1.8496, 2.1879, -0.1192], [0.3012, -0.6150, -1.2635], [-0.5857, 0.6434, 0.1753], [-0.0909, 0.3802, 0.9958], [-0.5537, -0.4660, -0.0099], [0.7622, 1.8206, 0.5485], [0.1833, -1.6902, -0.3815], [-1.4298, 1.2172, -0.6581], [0.9002, -1.8378, 0.2856], [0.0446, 0.4715, -0.8875], [0.4139, 1.0213, -0.8622], [-0.2856, 0.6868, 1.1977], [0.4234, 0.0766, -0.6326], [-2.3914, -0.1997, -1.0933], [0.7078, -0.8658, 0.8267], [1.3779, -1.3805, 1.2628], [-0.7245, 0.0421, 0.5245], [0.4621, -0.1044, -0.3219], [-0.1748, -0.1417, -0.0739], [0.6671, 0.3891, 0.2873], [0.3733, -0.1216, 0.7191], [-0.6040, -0.1711, -0.1808], [0.2703, 0.2772, -0.1657], [0.3973, 0.7444, 0.4542], [0.3781, -0.4014, -0.1207], [0.5525, -0.2224, -0.5006], [0.0530, -0.0844, 0.1864], [-0.0727, 0.0945, -0.2697], [-0.1012, 0.1234, 0.2325], [-0.3892, 0.0420, -0.1010], [0.6503, -0.7483, 0.7849], [0.3058, -0.0704, 0.6768], [0.2124, -0.3778, -0.1250], [0.0440, 0.0624, -0.5493], [0.0899, -0.1494, -0.2731], [-0.2835, -0.0001, -0.3490], [0.1321, -0.7737, 0.0055], [-0.0408, 0.2594, 0.0073], [0.1264, 0.9022, -0.8295], [-0.3489, 0.6626, -0.3637], [-0.0715, -0.3739, 0.6379], [-0.1024, -0.0141, -0.1350], [-0.2058, 0.3738, -0.3237]],
  "mulliken_charge": [1.929, -1.542, 1.255, -1.508, 0.318, -0.805, -0.655, 0.851, -1.405, -0.773, -0.481, 0.351, 0.337, 0.287, 0.338, 0.058, 0.560, 0.444, 0.445, 0.285, 0.229, 0.306, 0.414, 0.331, 0.360, -0.451, 0.352, -0.478, 0.460, -0.578, -0.436, -0.753, 0.640, -0.306, 0.018, -0.720, -0.398, 0.394, 0.474, 0.449, 0.523, -1.363, 0.841, -0.791, -0.603, 0.485, -0.411, -0.601, 0.326, -0.703, 0.683, -0.407, -1.552, 1.602, -1.155, -0.395, -1.198, -0.617, 0.213, 0.279, -0.280, 0.578, -0.591, -0.592, -0.689, -0.794, 1.169, -1.098, -0.849, 0.314, 0.842, -0.339, 0.467, -0.645, -0.830, 0.855, -1.536, -1.012, -0.320, 0.290, 0.369, 0.348, 0.309, 0.473, 0.483, 0.327, 0.235, 0.444, 0.498, 0.431, 0.414, 0.554, 0.310, 0.396, 0.412, 0.393, 0.406, 0.561, 0.529, 0.402, 0.405, 0.267, 0.425, 0.398, 0.517]
}